Density functional theory data (ωB97M-V/def2-TZVPD) for a structure of composition C29H31OZr.

XYZ file:
```
62
Properties=species:S:1:pos:R:3:mulliken_charge:R:1
C 2.35555 1.36201 3.65516 -0.567
O 0.95079 1.64427 3.48033 -0.249
C 0.08762 0.67536 3.39661 -0.311
C -1.30563 0.95572 3.47880 1.000
C -2.19804 -0.14358 3.50560 -0.596
C -3.56521 0.07370 3.54608 -0.683
C -4.08353 1.37672 3.56631 1.093
C -5.57014 1.56327 3.60463 -1.430
C -3.19865 2.46832 3.55360 -0.668
C -1.82976 2.27966 3.51218 -0.609
H 2.83312 2.34376 3.63371 0.267
H 2.51464 0.86735 4.62373 0.369
H 2.74337 0.72946 2.84019 0.247
H 0.46100 -0.35614 3.37991 0.437
H -1.76611 -1.14436 3.49972 0.424
H -4.26671 -0.76456 3.58410 0.427
H -5.82914 2.62312 3.61003 0.363
H -6.04144 1.09751 2.73101 0.346
H -6.01311 1.09391 4.49177 0.351
H -3.62013 3.47427 3.59306 0.324
H -1.13435 3.11454 3.50676 0.488
C 0.65843 -0.01401 0.43511 -1.597
Zr 0.95664 -0.63268 -1.74142 0.222
C 1.54978 -2.74416 -1.41716 -1.373
C 2.58059 -0.35179 -3.56007 -0.424
C 1.99549 0.94344 -3.34163 -0.942
C 2.55765 1.50189 -2.13234 0.955
C 2.27091 2.69334 -1.42625 -1.101
C 2.87324 2.88505 -0.19367 -0.707
C 3.75126 1.92222 0.35352 -0.567
C 4.05498 0.74491 -0.31446 -1.029
C 3.46237 0.51128 -1.57607 1.068
C 3.44562 -0.63759 -2.45645 -1.237
C -1.03141 0.53022 -2.54010 -0.316
C -0.58182 -0.24140 -3.66737 -1.098
C -0.95035 -1.62186 -3.45373 1.001
C -0.69705 -2.78860 -4.20963 -1.040
C -1.04755 -4.01266 -3.66388 -0.527
C -1.64107 -4.10360 -2.38374 -0.548
C -1.90518 -2.97665 -1.61891 -0.978
C -1.57095 -1.70903 -2.14504 1.126
C -1.58528 -0.37483 -1.57589 -1.261
H 0.35749 1.03835 0.53235 0.648
H -0.13513 -0.61899 0.90551 0.655
H 1.56399 -0.14790 1.04373 0.544
H 1.78167 -3.31276 -2.33098 0.372
H 2.47912 -2.73350 -0.81452 0.435
H 0.82194 -3.34649 -0.85051 0.408
H 2.44304 -0.96963 -4.44971 0.483
H 1.40869 1.53394 -4.04358 0.686
H 1.58923 3.41329 -1.87869 0.479
H 2.67329 3.79391 0.37374 0.412
H 4.19091 2.11965 1.33116 0.727
H 4.70991 -0.02028 0.10088 0.422
H 4.09548 -1.50321 -2.32345 0.581
H -1.01645 1.61922 -2.46560 0.498
H -0.24372 0.13281 -4.63276 0.686
H -0.22807 -2.68222 -5.18761 0.456
H -0.85997 -4.92957 -4.22263 0.393
H -1.88409 -5.09223 -1.99507 0.383
H -2.33683 -3.02488 -0.62008 0.427
H -2.08095 -0.12735 -0.63624 0.652
```

Calculated values
Energy (eV): -33896.620
Net charge: +1
E_LUMO (eV): -4.891
Highest occupied orbital energy (eV): -9.7630
Energy above the lowest of the compared OMol25 structures with the same formula, charge and spin (kJ/mol): 47.62


Density functional theory data (ωB97M-V/def2-TZVPD) for a structure of composition C24H47AlF2NO7S.

XYZ file:
```
83
Properties=species:S:1:pos:R:3:mulliken_charge:R:1
C 2.78434 -2.91704 -1.53968 -1.334
C 2.96872 -2.11767 -0.26292 0.636
F 3.61481 -0.88237 -0.61417 -0.352
Al 1.32379 -1.89788 0.90324 -0.749
C 1.49162 -0.50544 2.35836 -0.102
C 2.22643 0.78303 1.94887 -0.974
C 1.74728 1.35329 0.61632 0.856
S 2.94599 2.55361 -0.07461 -0.299
C 1.01034 -3.73484 1.77460 -0.701
C 0.53991 -4.80870 0.86748 0.389
O 0.06448 -4.77004 -0.21902 -0.429
F 0.70543 -6.07809 1.42599 -0.336
C -0.36399 -1.43037 -0.14255 0.551
C -1.60303 -1.94872 0.26655 -0.340
C -2.78317 -1.63022 -0.38391 -0.570
C -2.71353 -0.76936 -1.47220 -0.666
C -1.45994 -0.29848 -1.83403 -0.344
N -0.32231 -0.59440 -1.21196 0.034
H 2.36889 -3.89676 -1.30005 0.312
H 3.75685 -3.09676 -2.01884 0.429
H 2.16000 -2.40096 -2.26744 0.111
H 3.72002 -2.65971 0.33311 0.356
H 0.48174 -0.30539 2.73218 0.456
H 2.05653 -0.95186 3.18712 -0.416
H 2.05755 1.55691 2.71150 0.426
H 3.30061 0.60901 1.88528 0.290
H 0.78704 1.85937 0.71360 0.499
H 1.62122 0.57799 -0.13580 -1.028
H 3.01162 2.05805 -1.31339 -0.008
H 0.27966 -3.66056 2.58499 0.411
H 1.96194 -4.08690 2.18491 0.444
H -1.63088 -2.62783 1.11246 0.284
H -3.73369 -2.02767 -0.04707 0.387
H -3.60214 -0.46249 -2.00977 0.454
H -1.38210 0.37169 -2.68824 0.357
C 2.42772 0.93535 6.54025 -0.805
O 2.12882 -0.40414 6.20072 -0.315
C 3.27693 -1.23102 6.11531 -0.260
C 3.42606 -2.09292 7.34825 -0.650
O 3.69472 -1.32402 8.51336 -0.366
C 2.55663 -1.11928 9.32538 -0.683
H 1.48736 1.42610 6.78772 0.258
H 3.09933 0.99494 7.40144 0.382
H 2.88211 1.45704 5.69102 0.286
H 4.17729 -0.62969 5.95618 0.335
H 3.14768 -1.87994 5.24370 0.244
H 4.27315 -2.77132 7.20666 0.373
H 2.52554 -2.69865 7.48898 0.349
H 2.27934 -2.04174 9.84916 0.321
H 1.70205 -0.76961 8.74105 0.288
H 2.81452 -0.36147 10.06422 0.237
C -5.15052 2.36863 -4.36287 -0.810
O -5.27155 2.07019 -2.98574 -0.228
C -6.06988 2.99241 -2.26737 -0.506
C -7.45787 2.45170 -2.00803 -0.547
O -8.19900 2.28598 -3.20731 -0.376
C -8.23635 0.94761 -3.66501 -0.654
H -4.70509 1.50010 -4.84511 0.243
H -6.12297 2.57202 -4.81934 0.361
H -4.49283 3.23104 -4.51684 0.288
H -6.13013 3.94754 -2.79926 0.356
H -5.57815 3.17089 -1.30612 0.367
H -8.00442 3.16378 -1.38168 0.375
H -7.39109 1.50386 -1.46500 0.319
H -8.89052 0.33749 -3.03207 0.320
H -7.23986 0.50024 -3.68514 0.256
H -8.63977 0.96023 -4.67643 0.240
C 1.85685 0.25354 -3.41382 -0.699
O 2.18388 0.24478 -4.80697 -0.464
C 1.23535 0.90598 -5.61279 -0.288
C 1.68540 2.30312 -5.98455 -0.554
O 1.74765 3.15939 -4.85757 -0.390
C 3.05080 3.32345 -4.33300 -0.635
H 2.73987 -0.08291 -2.87308 0.326
H 1.59508 1.25936 -3.07404 0.377
H 1.03260 -0.42146 -3.19733 0.213
H 0.26088 0.94983 -5.11371 0.122
H 1.11840 0.32064 -6.53290 0.420
H 0.96217 2.74044 -6.68217 0.398
H 2.65719 2.25550 -6.48819 0.309
H 3.66012 3.95274 -4.99364 0.321
H 3.55037 2.36234 -4.18971 0.298
H 2.95212 3.81747 -3.36752 0.213
```

Calculated values
Energy (eV): -64338.891
Net charge: -1
E_LUMO (eV): 2.363
Highest occupied orbital energy (eV): -5.2561


Density functional theory data (ωB97M-V/def2-TZVPD) for a structure of composition C21H26ClN2NiO4PS2Te.

XYZ file:
```
59
Properties=species:S:1:pos:R:3:mulliken_spin:R:1
Ni 1.09908 -0.60779 -0.80674 1.520
C -0.05611 0.67542 2.30600 -0.003
C -0.15936 -0.71204 1.74594 0.014
N -0.69574 -0.85913 0.56835 0.016
N -1.25851 -2.03703 0.25091 0.004
C -1.17120 -2.56242 -0.90019 0.003
S -0.18984 -2.11200 -2.22701 0.102
S -2.33100 -3.90460 -1.16175 0.003
C -3.32279 -3.08191 -2.48642 0.006
C -4.00183 -1.89109 -1.90657 -0.010
C -5.26112 -1.99303 -1.32298 0.001
C -5.81640 -0.91151 -0.66296 0.000
C -5.12121 0.28336 -0.56750 0.000
C -3.88412 0.40263 -1.17750 0.000
C -3.33424 -0.67047 -1.85286 0.009
C 0.46599 -1.83830 2.42371 -0.009
C 0.25683 -2.15186 3.75414 0.006
C 0.87334 -3.24110 4.34333 -0.002
C 1.74321 -4.00638 3.57467 0.004
C 2.00688 -3.69364 2.26447 -0.001
C 1.38421 -2.59838 1.60479 0.010
O 1.64870 -2.32044 0.39667 0.036
H -0.66881 1.36739 1.72601 0.002
H -0.38473 0.68603 3.34621 0.000
H 0.98028 1.01315 2.28235 0.002
H -2.60390 -2.82308 -3.26269 -0.004
H -4.01993 -3.83897 -2.84183 0.000
H -5.79997 -2.93286 -1.37054 0.000
H -6.79354 -1.00935 -0.20542 0.000
H -5.53554 1.11116 -0.00540 0.000
H -3.32560 1.32601 -1.12177 0.001
H -2.36473 -0.56663 -2.31840 -0.003
H -0.45100 -1.56181 4.33179 0.001
H 0.67984 -3.49575 5.38069 0.000
H 2.22342 -4.87136 4.02411 0.000
H 2.69492 -4.29480 1.68388 0.000
C 1.06302 4.45538 2.43799 0.001
C 1.42404 4.02945 1.01739 -0.012
O 2.12681 2.82875 1.05423 -0.003
P 2.14720 1.72422 -0.19519 0.013
O 2.68196 0.50851 0.42575 0.037
Te 0.10353 1.68832 -1.41849 0.060
O 3.34287 2.38340 -1.12506 -0.001
C 3.08454 3.39838 -2.05427 -0.008
C 3.38986 2.94763 -3.47722 0.000
H 0.38162 5.30448 2.41182 0.000
H 1.95894 4.73005 2.99224 0.000
H 0.58725 3.62649 2.95637 0.000
H 2.03451 4.81155 0.53729 0.000
H 0.50737 3.89378 0.41463 0.014
H 3.69812 4.26875 -1.77654 0.000
H 2.02237 3.69517 -2.00741 0.007
H 4.44773 2.71828 -3.58542 0.000
H 3.11900 3.73878 -4.17447 0.000
H 2.81144 2.05416 -3.70993 0.000
Cl 2.38050 -0.42959 -4.00893 0.013
C 2.66102 -0.78479 -2.28530 0.208
H 3.43441 -0.06689 -1.97830 -0.022
H 3.08639 -1.80172 -2.26066 -0.015
```

Calculated values
Energy (eV): -125189.847
Net charge: -2
E_LUMO (alpha / beta) (eV): 4.188 / 4.157
Highest occupied orbital energy (alpha / beta) (eV): -0.8605 / -1.2882
Multiplicity: 3